[1]
11
Properties=species:S:1:pos:R:3 method="wB97M-V/def2-TZVPD" total_charge=0 spin_multiplicity=1 e_tot_ha=-322.39607 homo_lumo_gap_ev=9.3
N -0.2825 1.7986 -1.4196
C 0.0642 1.1500 -0.4013
C -1.3882 -0.8065 0.5597
O -0.2254 -0.9393 1.1618
C 0.8433 -1.0356 0.2131
O 1.0816 0.2199 -0.3683
H 0.2109 1.4530 -2.2433
H -0.3704 1.3816 0.5719
H -2.0541 -0.4868 1.3936
H 1.7401 -1.3382 0.7580
H 0.5640 -1.7629 -0.5552

=====

[2]
11
Properties=species:S:1:pos:R:3 method="wB97M-V/def2-TZVPD" total_charge=0 smiles="N/C(O)=C/C=O" spin_multiplicity=1 e_tot_ha=-322.51577 homo_lumo_gap_ev=9.0
N -1.7946 -0.3883 0.0625
C -0.5997 0.1914 0.2561
O -0.6002 1.5276 0.2379
C 0.6179 -0.4398 0.4415
C 1.6802 -0.0892 -0.4764
O 2.7457 -0.6719 -0.5809
H -1.8004 -1.3304 -0.2920
H -2.6210 0.1730 -0.0760
H 0.6835 -1.3735 0.9789
H 0.2684 1.6831 0.6560
H 1.4204 0.7180 -1.2076

=====

[3]
11
Properties=species:S:1:pos:R:3 method="wB97M-V/def2-TZVPD" total_charge=0 spin_multiplicity=1 e_tot_ha=-322.51943 homo_lumo_gap_ev=10.5
N 1.5408 -0.4069 0.0918
C 0.2025 -0.2208 -0.4563
C -1.0074 -0.7199 0.2978
O -1.5912 0.7766 0.3613
C -0.4416 1.1565 -0.2411
O 0.0145 2.2443 -0.4727
H 1.5346 -0.3450 1.1099
H 2.0889 0.3996 -0.2283
H 0.2214 -0.5063 -1.5176
H -1.7335 -1.3055 -0.2635
H -0.8288 -1.0726 1.3188

=====

[4]
11
Properties=species:S:1:pos:R:3 method="wB97M-V/def2-TZVPD" total_charge=0 spin_multiplicity=1 e_tot_ha=-322.34671 homo_lumo_gap_ev=8.8
C -1.9481 -0.5011 0.0539
C 1.1215 0.9444 -0.0838
C 2.0484 -0.1952 0.1353
H -2.5529 -0.5538 1.0849
H -2.1921 0.6243 -0.4387
H -2.3316 -1.3003 -0.5376
H 1.6496 2.0958 0.1354
H 3.0342 0.1184 0.4278
N -0.0990 0.7283 -0.4011
O -0.4886 -0.4919 -0.1203
O 1.7587 -1.4688 -0.2556

=====

[5]
11
Properties=species:S:1:pos:R:3 method="wB97M-V/def2-TZVPD" total_charge=0 smiles="C=C(C)[N+](=O)[O-]" spin_multiplicity=1 e_tot_ha=-322.37221 homo_lumo_gap_ev=10.5
C 1.4134 -0.3788 0.4987
C 0.2445 -0.0618 -0.0647
C -1.2761 0.2078 0.9162
N 0.1065 -0.0728 -1.5270
O 1.1372 -0.1423 -2.1569
O -0.9980 -0.1087 -2.0166
H 2.2046 -0.3556 -0.2310
H 1.6259 -0.1670 1.4772
H -2.1063 -0.2490 0.4910
H -1.4221 1.3519 0.7518
H -0.9296 -0.0237 1.8614

=====

[6]
11
Properties=species:S:1:pos:R:3 method="wB97M-V/def2-TZVPD" total_charge=0 smiles="NC(=O)[C@H]1CO1" spin_multiplicity=1 e_tot_ha=-322.51853 homo_lumo_gap_ev=10.9
N 1.1086 0.7688 -0.9330
C -0.1162 1.0706 -0.4213
O -0.6535 2.1508 -0.5798
C -0.8220 -0.0138 0.3660
C -0.2946 -1.3588 0.6126
O -0.2326 -0.3636 1.6138
H 1.5971 -0.0798 -0.7036
H 1.6354 1.5241 -1.3448
H -1.8983 0.1485 0.3950
H -0.9906 -2.1771 0.7930
H 0.6667 -1.6697 0.2021

=====

[7]
11
Properties=species:S:1:pos:R:3 method="wB97M-V/def2-TZVPD" total_charge=0 smiles="O=C1CCN1O" spin_multiplicity=1 e_tot_ha=-322.44865 homo_lumo_gap_ev=10.6
C -0.6494 -0.5637 -0.4762
C 0.5500 0.2413 -1.1079
C 0.8391 0.6429 0.2843
H -1.1721 0.2251 2.3958
H -1.6597 -0.5577 -0.8672
H -0.2943 -1.5572 -0.2760
H 0.4545 1.1298 -1.7340
H 1.1786 -0.5715 -1.6356
N -0.5210 0.2985 0.7432
O -0.6346 -0.3530 1.9229
O 1.9088 1.0656 0.7507

=====

[8]
11
Properties=species:S:1:pos:R:3 method="wB97M-V/def2-TZVPD" total_charge=0 spin_multiplicity=1 e_tot_ha=-322.44559 homo_lumo_gap_ev=10.5
O 2.1074 -0.5422 -0.6997
C 1.7157 0.0230 0.2863
C 0.3110 0.2890 0.6431
N -0.4855 -0.5518 -0.8070
C -1.6716 -0.0432 -0.5695
O -1.7573 0.7120 0.4009
H 2.4102 0.4228 1.0544
H 0.0251 -0.2406 1.5650
H 0.2321 1.3710 0.9248
H -0.3304 -1.1755 -1.6232
H -2.5568 -0.2645 -1.1750

=====

[9]
11
Properties=species:S:1:pos:R:3 method="wB97M-V/def2-TZVPD" total_charge=0 smiles=N#C[C@H](O)CO spin_multiplicity=1 e_tot_ha=-322.50529 homo_lumo_gap_ev=11.5
O -0.2918 0.7232 1.5953
C -0.8415 0.1558 0.4057
C 0.4204 -0.1264 -0.4073
O 1.2169 -0.9283 0.4187
C 0.2048 -0.6504 -1.7645
N 0.0003 -0.9233 -2.8695
H 0.3495 1.3720 1.2586
H -1.3509 -0.7724 0.6869
H -1.5352 0.8480 -0.0753
H 0.8815 0.8737 -0.5520
H 0.9461 -0.5719 1.3034

=====

[10]
11
Properties=species:S:1:pos:R:3 method="wB97M-V/def2-TZVPD" total_charge=0 spin_multiplicity=1 e_tot_ha=-322.38546 homo_lumo_gap_ev="9.5 / 9.5"
C -1.1032 -0.7226 0.7102
C -0.0315 0.1598 0.1431
N -0.2840 1.3554 -0.6113
O 1.2765 0.2463 0.6706
C 1.1732 -0.1275 -0.6902
O 1.0494 0.8603 -1.6271
H -1.4241 -0.4277 1.7134
H -0.7033 -1.7394 0.7652
H -1.9749 -0.7232 0.0480
H 0.2485 2.1215 -0.1930
H 1.7734 -1.0029 -0.9289